No. 1
Computed, not measured: C24H26N2O2 in the gas phase, with the ωB97M-V functional and the def2-TZVPD basis.

Calculated values
HOMO energy: -7.44 eV
E: -32384.9036 eV
2S+1: 1
SMILES: COc1ccc(N2CCN(CCC(=O)c3ccc4ccccc4c3)CC2)cc1
energy above the lowest of the compared OMol25 structures with the same formula, charge and spin: 153.4 kJ/mol
net charge: 0

Geometry (Å):
C1 -5.104 0.811 4.570
O1 -4.148 1.395 3.723
C2 -3.228 0.577 3.124
C3 -3.166 -0.804 3.271
C4 -2.189 -1.529 2.615
C5 -1.250 -0.914 1.788
N1 -0.251 -1.692 1.185
C6 -0.702 -2.782 0.335
C7 0.466 -3.730 0.031
N2 1.603 -3.062 -0.575
C8 1.393 -2.707 -1.968
C9 2.699 -2.314 -2.670
C10 3.212 -0.911 -2.400
O2 4.383 -0.695 -2.180
C11 2.202 0.179 -2.396
C12 1.089 0.191 -3.266
C13 0.120 1.144 -3.133
C14 0.190 2.120 -2.115
C15 -0.835 3.063 -1.903
C16 -0.738 3.985 -0.898
C17 0.393 4.012 -0.066
C18 1.408 3.116 -0.249
C19 1.332 2.145 -1.270
C20 2.332 1.172 -1.452
C21 1.999 -1.971 0.292
C22 0.863 -0.984 0.588
C23 -1.322 0.474 1.648
C24 -2.290 1.203 2.307
H1 -5.738 0.097 4.032
H2 -4.635 0.308 5.422
H3 -5.719 1.633 4.933
H4 -3.866 -1.329 3.901
H5 -2.148 -2.597 2.765
H6 -1.494 -3.335 0.839
H7 -1.114 -2.390 -0.612
H8 0.126 -4.534 -0.626
H9 0.815 -4.171 0.969
H10 1.007 -3.605 -2.459
H11 0.648 -1.908 -2.103
H12 3.485 -3.018 -2.391
H13 2.545 -2.389 -3.750
H14 1.020 -0.544 -4.054
H15 -0.731 1.153 -3.799
H16 -1.704 3.040 -2.546
H17 -1.531 4.698 -0.735
H18 0.451 4.747 0.724
H19 2.280 3.128 0.389
H20 3.198 1.173 -0.804
H21 2.844 -1.444 -0.149
H22 2.330 -2.417 1.235
H23 1.223 -0.236 1.298
H24 0.564 -0.469 -0.339
H25 -0.629 1.004 1.014
H26 -2.341 2.274 2.191

---

No. 2
Computed, not measured: C24H26N2O7S in the gas phase in a non-equilibrium geometry, with the ωB97M-V functional and the def2-TZVPD basis.

Calculated values
HOMO energy: -8.52 eV
E: -53457.5412 eV
2S+1: 1
SMILES: COc1ccc(NC(=O)c2oc3ccc(S(=O)(=O)N4CCC5(CC4)OCCO5)cc3c2C)cc1
energy above the lowest of the compared OMol25 structures with the same formula, charge and spin: 38.4 kJ/mol
net charge: 0

Geometry (Å):
C1 -1.036 -4.353 1.508
O1 -0.861 -3.313 0.573
C2 -1.899 -2.461 0.343
C3 -3.134 -2.521 0.979
C4 -4.108 -1.580 0.693
C5 -3.877 -0.573 -0.234
N1 -4.870 0.393 -0.471
C6 -4.706 1.732 -0.667
O2 -5.633 2.454 -0.955
C7 -3.311 2.210 -0.439
O3 -2.661 2.831 -1.463
C8 -1.409 3.079 -1.033
C9 -0.363 3.640 -1.753
C10 0.866 3.700 -1.126
C11 1.024 3.238 0.179
S1 2.679 3.082 0.843
O4 3.558 3.998 0.181
O5 2.620 3.084 2.274
N2 3.119 1.540 0.371
C12 2.385 0.469 0.998
C13 3.140 -0.845 0.823
C14 3.367 -1.119 -0.677
C15 4.079 0.078 -1.312
C16 3.294 1.359 -1.050
O6 4.148 -2.277 -0.877
C17 3.266 -3.375 -0.938
C18 1.925 -2.761 -1.383
O7 2.137 -1.362 -1.337
C19 -0.014 2.720 0.917
C20 -1.259 2.635 0.299
C21 -2.527 2.084 0.671
C22 -2.871 1.498 1.993
C23 -2.661 -0.552 -0.916
C24 -1.679 -1.471 -0.618
H1 -1.845 -5.027 1.210
H2 -1.235 -3.962 2.510
H3 -0.096 -4.903 1.517
H4 -3.350 -3.287 1.707
H5 -5.057 -1.626 1.206
H6 -5.832 0.077 -0.464
H7 -0.507 3.989 -2.762
H8 1.729 4.111 -1.624
H9 2.291 0.725 2.054
H10 1.382 0.366 0.553
H11 4.115 -0.789 1.307
H12 2.565 -1.659 1.265
H13 5.074 0.144 -0.874
H14 4.171 -0.094 -2.384
H15 3.838 2.229 -1.418
H16 2.320 1.290 -1.560
H17 3.179 -3.857 0.044
H18 3.671 -4.090 -1.656
H19 1.667 -3.028 -2.412
H20 1.104 -3.045 -0.716
H21 0.154 2.395 1.930
H22 -3.944 1.361 2.088
H23 -2.382 0.531 2.113
H24 -2.525 2.154 2.788
H25 -2.485 0.177 -1.689
H26 -0.729 -1.442 -1.126

---

No. 3
Computed, not measured: a molecular structure, C24H26N4O3PdS3, with the ωB97M-V functional and the def2-TZVPD basis.

Calculated values
HOMO energy: -6.35 eV
E: -73397.8033 eV
2S+1: 1
energy above the lowest of the compared OMol25 structures with the same formula, charge and spin: 0.0 kJ/mol
net charge: 0

Geometry (Å):
Pd1 0.559 0.151 -0.259
C1 0.745 -2.218 3.000
C2 -0.146 -2.723 1.906
N1 -0.470 -2.057 0.845
C3 -1.260 -2.800 -0.009
C4 -1.546 -4.052 0.429
S1 -0.799 -4.331 1.939
C5 -1.686 -2.225 -1.300
C6 -2.356 -2.895 -2.272
S2 -2.614 -1.875 -3.616
C7 -1.804 -0.587 -2.789
N2 -1.376 -0.914 -1.613
C8 -1.628 0.769 -3.398
H1 1.187 -1.276 2.685
H2 1.537 -2.937 3.218
H3 0.183 -2.055 3.923
H4 -2.139 -4.817 -0.052
H5 -2.695 -3.921 -2.272
H6 -1.030 0.718 -4.310
H7 -1.127 1.394 -2.662
H8 -2.591 1.215 -3.647
N3 0.613 1.025 1.880
C9 -0.224 1.427 2.561
C10 -1.251 1.934 3.445
C11 -1.861 3.162 3.199
C12 -2.803 3.644 4.095
C13 -3.139 2.910 5.224
C14 -2.545 1.676 5.456
C15 -1.601 1.186 4.569
H9 -1.606 3.715 2.307
H10 -3.282 4.596 3.905
H11 -3.867 3.299 5.927
H12 -2.818 1.094 6.327
H13 -1.131 0.225 4.735
C16 4.928 -0.354 0.027
S3 3.255 0.323 0.233
O1 3.349 1.656 -0.463
C17 2.410 -0.826 -0.864
C18 1.969 -0.370 -2.121
C19 1.503 -1.313 -3.060
C20 1.448 -2.651 -2.746
C21 1.882 -3.100 -1.481
C22 2.360 -2.207 -0.554
H14 5.149 -0.422 -1.040
H15 4.964 -1.340 0.495
H16 5.620 0.327 0.525
H17 2.170 0.652 -2.411
H18 1.185 -0.978 -4.042
H19 1.089 -3.366 -3.478
H20 1.838 -4.156 -1.237
H21 2.711 -2.554 0.413
N4 1.573 4.529 -1.465
C23 0.852 3.252 -1.499
C24 -0.348 3.277 -0.572
O2 -0.579 4.468 -0.005
O3 -1.026 2.306 -0.340
H22 1.927 4.781 -2.375
H23 2.374 4.443 -0.850
H24 0.108 5.057 -0.391
H25 1.472 2.409 -1.196
H26 0.472 3.049 -2.501

---

No. 4
Computed, not measured: C24H26N6O2S in the gas phase in a non-equilibrium geometry, with the ωB97M-V functional and the def2-TZVPD basis.

Calculated values
HOMO energy: -7.92 eV
E: -49181.6891 eV
2S+1: 1
SMILES: [H]/N=c1/c2c(C)[nH]nc2nc(SCC(=O)Nc2ccccc2CC)n1-c1ccc(OCC)cc1
energy above the lowest of the compared OMol25 structures with the same formula, charge and spin: 25.6 kJ/mol
net charge: 0

Geometry (Å):
H1 -0.402 -3.290 0.634
N1 -0.860 -2.628 1.252
C1 -0.354 -1.471 1.284
C2 -0.894 -0.410 2.086
C3 -1.999 -0.283 2.910
C4 -3.045 -1.263 3.274
N2 -1.968 0.991 3.355
N3 -0.940 1.710 2.883
C5 -0.277 0.871 2.105
N4 0.816 1.173 1.352
C6 1.239 0.228 0.592
S1 2.525 0.675 -0.545
C7 1.835 2.301 -1.031
C8 0.333 2.110 -1.219
O1 -0.105 1.330 -2.037
N5 -0.415 2.866 -0.382
C9 -1.772 2.693 -0.055
C10 -2.442 1.508 -0.337
C11 -3.744 1.322 0.086
C12 -4.393 2.323 0.786
C13 -3.736 3.513 1.043
C14 -2.429 3.722 0.630
C15 -1.742 5.020 0.957
C16 -1.035 4.939 2.314
N6 0.776 -1.047 0.532
C17 1.341 -1.970 -0.397
C18 1.052 -1.855 -1.749
C19 1.584 -2.758 -2.651
C20 2.403 -3.792 -2.204
O2 2.973 -4.732 -2.997
C21 2.759 -4.677 -4.395
C22 3.529 -5.829 -5.022
C23 2.679 -3.904 -0.839
C24 2.155 -3.000 0.058
H2 -2.822 -2.198 2.768
H3 -4.026 -0.906 2.964
H4 -3.064 -1.429 4.351
H5 -2.632 1.436 3.969
H6 2.090 3.037 -0.272
H7 2.317 2.534 -1.980
H8 0.083 3.457 0.268
H9 -1.937 0.726 -0.880
H10 -4.244 0.389 -0.126
H11 -5.410 2.182 1.124
H12 -4.246 4.302 1.577
H13 -1.027 5.279 0.173
H14 -2.487 5.818 0.991
H15 -0.416 4.048 2.385
H16 -1.771 4.883 3.111
H17 -0.419 5.821 2.476
H18 0.426 -1.047 -2.097
H19 1.351 -2.642 -3.697
H20 3.118 -3.719 -4.793
H21 1.687 -4.772 -4.617
H22 3.174 -6.774 -4.622
H23 3.391 -5.822 -6.100
H24 4.588 -5.733 -4.797
H25 3.314 -4.711 -0.508
H26 2.372 -3.087 1.113